{"formula": "C11H7N3OS2", "method": "the ωB97M-V functional and the def2-TZVPD basis", "symbols": ["S", "S", "O", "N", "N", "N", "C", "C", "C", "C", "C", "C", "C", "C", "C", "C", "C", "H", "H", "H", "H", "H", "H", "H"], "xyz": [[0.00, -3.28, 3.24], [-0.66, 3.92, -3.89], [3.12, 0.79, -2.86], [-1.73, -1.55, 3.89], [1.42, 2.08, -3.73], [-0.23, 1.66, -2.17], [0.21, 2.56, -3.20], [-0.35, -2.01, 2.14], [0.29, -1.78, 0.89], [1.00, -0.23, -0.90], [-0.96, 0.23, 0.66], [-1.14, -2.54, 4.35], [1.98, 1.16, -2.80], [-1.73, -0.14, 1.82], [-1.33, -1.25, 2.61], [0.89, 0.76, -1.83], [0.07, -0.62, 0.18], [-1.18, 1.18, 0.14], [1.19, -2.31, 0.69], [-2.51, 0.53, 2.23], [-1.10, -2.84, 5.43], [1.91, -0.86, -0.96], [-1.11, 1.65, -1.79], [1.95, 2.88, -4.13]], "homo_energy_ev": -8.6402, "e_lumo_ev": -1.0, "smiles": "O=C1NC(=S)N/C1=C\\c1ccc2ncsc2c1"}


{"formula": "C14H28As2F15O8V", "method": "the ωB97M-V functional and the def2-TZVPD basis", "symbols": ["As", "As", "V", "F", "F", "F", "F", "F", "F", "F", "F", "F", "F", "F", "F", "F", "F", "F", "O", "O", "O", "O", "O", "O", "O", "O", "C", "C", "C", "C", "C", "C", "C", "C", "C", "C", "C", "C", "C", "C", "H", "H", "H", "H", "H", "H", "H", "H", "H", "H", "H", "H", "H", "H", "H", "H", "H", "H", "H", "H", "H", "H", "H", "H", "H", "H", "H", "H"], "xyz": [[-1.24, -4.29, 0.02], [2.00, 3.70, -1.73], [0.52, 0.26, -0.61], [0.34, -3.60, -0.21], [3.50, 2.87, -1.83], [2.31, 4.04, -0.08], [1.26, 2.12, -1.22], [1.03, 2.12, 2.85], [-1.70, -3.51, -1.47], [2.63, 5.19, -2.24], [-2.77, -5.08, 0.23], [-0.70, -4.97, 1.51], [0.42, 4.36, -1.57], [1.66, 3.23, -3.34], [-1.86, -2.93, 0.88], [-0.69, -5.67, -0.88], [2.52, 1.43, 4.23], [0.62, 0.39, 4.06], [-0.63, -0.78, -0.48], [0.11, 0.50, -2.83], [-2.47, 2.21, 1.65], [2.29, -1.24, 2.69], [1.69, -1.15, -1.75], [-2.54, 0.26, -2.14], [1.55, 0.13, 1.11], [-0.90, 1.78, 0.14], [3.07, -2.99, 4.04], [-0.87, 1.41, -3.32], [-2.27, 0.85, -3.38], [1.60, 1.01, 3.37], [-3.72, -0.53, -2.14], [2.21, 0.11, 2.24], [-2.20, 0.99, 2.35], [-2.52, 1.19, 3.81], [2.98, -1.47, 3.88], [-1.78, 2.50, 0.57], [2.63, -2.02, -1.12], [1.49, -1.40, -3.12], [0.17, -0.75, -3.54], [-2.36, 3.65, -0.19], [-2.01, 4.62, 0.15], [2.46, -3.03, -1.48], [-0.51, 1.83, -4.26], [-4.62, 0.05, -2.40], [3.64, -3.29, 4.92], [3.55, -3.37, 3.14], [-0.64, -1.36, -3.13], [-0.87, 2.24, -2.62], [-1.91, 1.99, 4.24], [2.32, -1.02, -3.73], [3.66, -1.72, -1.37], [-2.37, 0.25, 4.35], [4.02, -1.11, 3.87], [-3.86, -0.83, -1.11], [1.43, -2.46, -3.36], [-2.88, 0.25, 1.91], [-2.41, 0.08, -4.16], [2.07, -3.43, 4.13], [2.48, -1.95, -0.05], [-3.58, -1.37, -2.82], [3.26, 0.47, 2.18], [-2.10, 3.50, -1.24], [-3.56, 1.49, 3.89], [2.49, -1.00, 4.74], [-1.24, 0.54, 2.12], [-3.44, 3.64, -0.07], [-2.98, 1.65, -3.62], [0.20, -0.59, -4.62]], "homo_energy_ev": [-7.1188, -7.2559], "multiplicity": 2, "total_charge": -1, "e_lumo_ev": [2.3, 2.3], "s_squared": 0.776}


{"formula": "C47H52BF3NO2ReSb", "method": "the ωB97M-V functional and the def2-TZVPD basis", "symbols": ["Re", "Sb", "F", "F", "F", "O", "O", "N", "C", "C", "C", "C", "C", "C", "C", "C", "C", "C", "C", "C", "C", "C", "C", "C", "C", "C", "C", "C", "C", "C", "C", "C", "C", "C", "C", "C", "C", "C", "C", "C", "C", "C", "C", "C", "C", "C", "C", "C", "C", "C", "C", "C", "C", "C", "C", "B", "H", "H", "H", "H", "H", "H", "H", "H", "H", "H", "H", "H", "H", "H", "H", "H", "H", "H", "H", "H", "H", "H", "H", "H", "H", "H", "H", "H", "H", "H", "H", "H", "H", "H", "H", "H", "H", "H", "H", "H", "H", "H", "H", "H", "H", "H", "H", "H", "H", "H", "H", "H"], "xyz": [[0.73, 0.32, 0.30], [-1.76, -0.16, -0.78], [6.36, -1.07, -3.61], [6.41, -2.88, -2.41], [7.32, -1.06, -1.67], [1.04, -2.69, -0.88], [-0.40, -2.61, 0.89], [2.65, -0.41, -0.40], [-1.12, 0.11, 3.91], [-1.13, 1.40, 3.08], [0.90, -5.14, -1.26], [0.12, -1.86, -4.32], [-3.35, -1.85, 1.30], [-3.40, -1.13, 0.11], [-0.27, 2.30, 0.83], [-5.74, -1.64, -0.10], [4.25, -0.08, -2.16], [2.57, 4.02, -1.17], [-0.25, -1.02, -3.28], [-3.96, 3.59, -3.02], [-2.71, 1.47, -1.73], [4.54, -1.86, -0.59], [-1.94, -2.61, -2.59], [-1.29, -1.39, -2.42], [-0.88, -5.06, 0.97], [3.10, 0.26, -1.48], [-0.03, 1.53, 2.02], [3.36, -1.47, 0.01], [-0.54, -3.08, -4.49], [-1.56, -3.45, -3.63], [-4.60, -1.02, -0.59], [6.29, -1.55, -2.36], [-3.44, 2.41, -1.00], [-4.06, 3.47, -1.64], [0.41, 3.18, -2.15], [3.82, 0.87, 2.73], [1.43, 1.36, 2.10], [-0.98, 2.63, 4.00], [2.35, 0.72, 3.15], [-3.27, 2.65, -3.76], [-2.52, 1.53, 2.45], [1.98, 2.12, 1.00], [0.39, 5.01, -0.45], [-0.58, -6.25, 0.32], [0.95, 2.73, 0.25], [-0.27, -3.93, 0.47], [1.10, 3.71, -0.89], [2.22, 1.47, 4.49], [0.29, -6.29, -0.77], [-4.49, -2.45, 1.79], [0.59, -3.97, -0.61], [-2.64, 1.58, -3.12], [2.07, -0.77, 3.36], [-5.69, -2.35, 1.09], [4.99, -1.16, -1.69], [0.40, -1.87, 0.04], [-2.74, -2.91, -1.92], [-0.02, 2.67, 4.50], [4.44, 0.35, 3.45], [-1.55, -5.02, 1.82], [0.26, -0.07, -3.15], [4.02, 0.43, 1.75], [-4.66, -0.46, -1.52], [-2.01, 0.09, 4.54], [0.91, -1.57, -4.99], [2.57, -1.11, 4.27], [-4.46, -3.01, 2.72], [-0.68, 4.85, -0.30], [4.56, 0.48, -3.02], [-2.73, 0.74, 1.73], [-1.14, -0.77, 3.26], [-6.58, -2.83, 1.47], [0.51, 5.76, -1.22], [0.82, 5.39, 0.48], [2.30, 2.55, 4.36], [2.64, 4.76, -1.97], [2.97, -2.03, 0.85], [0.50, -7.24, -1.24], [4.14, 1.91, 2.72], [5.09, -2.71, -0.20], [-1.24, 2.62, 0.49], [3.04, 1.16, 5.14], [-2.07, -4.39, -3.77], [-1.76, 2.61, 4.76], [-1.03, -7.17, 0.67], [1.29, 1.25, 5.01], [-0.25, -3.73, -5.30], [-0.65, 3.01, -1.98], [-3.22, 2.73, -4.84], [-4.45, 4.42, -3.53], [3.13, 3.14, -1.49], [2.48, -1.36, 2.54], [-2.42, -1.93, 1.85], [2.51, 1.11, -1.79], [0.50, 3.92, -2.95], [3.06, 4.44, -0.29], [-1.10, 3.55, 3.42], [0.86, 2.25, -2.51], [-6.67, -1.56, -0.65], [1.02, -1.01, 3.44], [3.03, 2.21, 0.79], [-0.26, 0.04, 4.57], [-3.27, 1.43, 3.24], [-2.67, 2.50, 2.00], [-2.12, 0.85, -3.71], [1.57, -5.16, -2.11], [-3.56, 2.30, 0.07], [-4.62, 4.19, -1.07]], "homo_energy_ev": [-13.4181, -13.4287], "multiplicity": 2, "total_charge": 2, "e_lumo_ev": [-7.2, -7.1], "s_squared": 0.758, "relative_energy_kj_mol": 0.0}


{"formula": "C5H9NO4", "method": "the ωB97M-V functional and the def2-TZVPD basis", "symbols": ["O", "O", "O", "O", "N", "C", "C", "C", "C", "C", "H", "H", "H", "H", "H", "H", "H", "H", "H"], "xyz": [[-2.90, -1.00, -1.27], [1.97, 0.17, -1.80], [-1.35, 0.55, -1.54], [2.10, -1.80, -0.68], [0.59, 1.63, -0.15], [-1.97, -0.34, -0.83], [-0.15, -0.64, 0.93], [1.73, -0.46, -0.80], [-1.60, -0.23, 0.62], [0.99, 0.25, 0.43], [-2.39, -0.50, 1.35], [-0.12, -1.70, 0.64], [1.85, -1.88, 0.30], [-1.47, 0.86, 0.61], [1.81, 0.38, 1.16], [1.38, 2.05, -0.54], [0.41, 2.27, 0.62], [-0.18, -0.72, 2.01], [-0.71, 1.10, -1.06]], "homo_energy_ev": -9.8262, "e_lumo_ev": 0.1, "relative_energy_kj_mol": 172.7, "smiles": "N[C@@H](CCC(=O)O)C(=O)O"}


{"formula": "C4H7AgO2", "method": "the ωB97M-V functional and the def2-TZVPD basis", "symbols": ["Ag", "O", "O", "C", "C", "C", "C", "H", "H", "H", "H", "H", "H", "H"], "xyz": [[0.11, 1.61, 0.85], [-1.79, 1.41, 0.11], [1.66, 1.42, -0.62], [-2.10, 0.26, -0.23], [0.40, -0.46, 0.20], [1.47, -0.01, -0.73], [-1.13, -0.86, -0.26], [0.77, -1.22, 0.90], [-1.13, -1.24, -1.30], [2.13, 1.84, -1.34], [0.87, -0.33, -1.68], [-3.12, 0.08, -0.60], [-1.57, -1.66, 0.36], [2.42, -0.53, -0.61]], "homo_energy_ev": [-13.3568, -14.6563], "multiplicity": 2, "total_charge": 1, "e_lumo_ev": [-4.0, -5.9], "s_squared": 0.756, "relative_energy_kj_mol": 0.0}


{"formula": "C10H16", "method": "the ωB97M-V functional and the def2-TZVPD basis", "symbols": ["C", "C", "C", "C", "C", "C", "C", "C", "C", "C", "H", "H", "H", "H", "H", "H", "H", "H", "H", "H", "H", "H", "H", "H", "H", "H"], "xyz": [[0.86, -1.45, -2.03], [0.32, 2.55, -0.33], [-1.11, 2.83, -0.01], [1.45, -0.80, 0.15], [0.37, -1.84, 2.15], [0.09, -2.51, -1.58], [-1.90, 1.53, 0.36], [1.53, -0.55, -1.22], [0.59, -1.77, 0.66], [-0.10, -2.61, -0.21], [0.36, -2.84, 2.58], [-2.47, 1.04, -0.43], [1.19, -1.27, 2.61], [-0.72, -3.43, 0.13], [0.38, 2.02, -1.27], [-1.23, 3.44, 0.89], [2.06, -0.26, 0.87], [0.84, 2.01, 0.47], [-0.27, -3.29, -2.24], [-1.15, 0.86, 0.78], [0.93, -1.22, -3.09], [-0.56, -1.35, 2.45], [0.97, 3.43, -0.30], [-1.67, 3.36, -0.79], [-2.69, 1.79, 1.07], [1.95, 0.33, -1.67]], "homo_energy_ev": -9.0033, "e_lumo_ev": 1.0, "relative_energy_kj_mol": 71.4, "smiles": "Cc1ccccc1.CCC"}


Number 1: maximum force 0.1256 Eh/bohr, DFT total energy -1459.25143 a.u.. Number 2: maximum force 0.0497 Eh/bohr, DFT total energy -8066.11616 a.u.. Number 3: maximum force 0.0022 Eh/bohr, DFT total energy -2669.94111 a.u.. Number 4: maximum force 0.0776 Eh/bohr, DFT total energy -551.62402 a.u.. Number 5: maximum force 0.0592 Eh/bohr, DFT total energy -453.67734 a.u.. Number 6: maximum force 0.0376 Eh/bohr, DFT total energy -390.60868 a.u..